# C51H88As3Ge2N2O6P2RbS2

A molecular structure, C51H88As3Ge2N2O6P2RbS2 (ωB97M-V/def2-TZVPD, the Open Molecules 2025 dataset).

```
157
C51H88As3Ge2N2O6P2RbS2 | the Open Molecules 2025 dataset | ωB97M-V/def2-TZVPD
Rb -0.12 0.54 1.30
C -2.68 -0.60 4.03
As -2.21 -1.87 2.62
C -1.70 -3.34 3.83
C -4.07 -2.41 2.22
C -4.37 -3.30 1.00
C -5.80 -3.83 1.18
C -4.34 -2.50 -0.32
As -2.65 -1.64 -0.92
C -1.97 -3.15 -2.00
C -3.49 -0.75 -2.45
C -3.37 -4.47 0.97
As -3.74 -5.89 -0.35
C -1.98 -6.75 -0.22
C -4.63 -7.15 0.88
H -3.25 -1.08 4.83
H -3.28 0.20 3.59
H -1.77 -0.16 4.44
H -2.54 -3.65 4.46
H -0.90 -2.97 4.46
H -1.33 -4.20 3.27
H -4.61 -1.46 2.12
H -4.44 -2.91 3.13
H -6.49 -2.99 1.27
H -5.88 -4.45 2.07
H -6.11 -4.42 0.31
H -5.05 -1.67 -0.22
H -4.70 -3.14 -1.13
H -2.77 -3.60 -2.59
H -1.51 -3.92 -1.37
H -1.19 -2.74 -2.65
H -4.21 -1.41 -2.94
H -2.69 -0.48 -3.14
H -4.01 0.15 -2.12
H -3.34 -4.95 1.96
H -2.37 -4.09 0.76
H -1.25 -6.19 -0.80
H -2.03 -7.76 -0.61
H -1.65 -6.78 0.82
H -5.63 -6.80 1.13
H -4.05 -7.25 1.80
H -4.71 -8.13 0.41
C 2.94 2.10 -1.78
C 1.48 2.46 -1.67
N 1.07 3.66 -1.50
O 2.13 4.59 -1.44
C 0.47 1.42 -1.82
C -0.97 1.79 -1.99
N 0.88 0.18 -1.83
O -0.01 -0.74 -2.05
H 3.10 1.11 -1.36
H 3.56 2.84 -1.29
H 3.21 2.06 -2.84
H 1.68 5.36 -1.09
H -1.18 2.73 -1.47
H -1.61 1.00 -1.59
H -1.23 1.92 -3.05
C 1.10 -4.10 -0.21
C 1.21 -2.63 0.20
Ge 2.86 -1.80 -0.52
C 2.99 -1.80 -2.48
C 4.00 -2.84 -2.98
C 4.30 -2.93 0.28
C 4.85 -2.23 1.28
Ge 3.97 -0.44 1.20
C 5.28 0.93 0.64
C 6.09 0.48 -0.57
C 3.14 0.13 2.88
C 4.19 0.47 3.94
C 5.90 -2.71 2.20
C 5.60 -2.96 3.54
C 6.58 -3.41 4.42
C 7.88 -3.60 3.98
C 8.19 -3.35 2.65
C 7.21 -2.91 1.77
H 0.22 -4.57 0.25
H 1.98 -4.66 0.10
H 1.00 -4.19 -1.29
H 1.30 -2.55 1.29
H 0.31 -2.08 -0.12
H 3.25 -0.80 -2.81
H 1.98 -2.00 -2.84
H 5.00 -2.66 -2.56
H 4.09 -2.82 -4.07
H 3.71 -3.85 -2.68
H 4.63 -3.96 0.07
H 5.94 1.14 1.49
H 4.72 1.84 0.43
H 6.74 -0.36 -0.32
H 6.71 1.28 -0.97
H 5.43 0.14 -1.38
H 2.48 -0.67 3.24
H 2.52 1.00 2.68
H 4.95 -0.31 4.04
H 3.72 0.62 4.91
H 4.71 1.39 3.68
H 4.59 -2.80 3.89
H 6.33 -3.61 5.45
H 8.65 -3.95 4.66
H 9.21 -3.49 2.29
H 7.46 -2.71 0.73
S -6.90 2.87 1.78
P -5.71 2.07 0.41
S -4.13 1.03 0.99
C -5.19 3.35 -0.80
C -4.09 3.11 -1.62
C -3.68 4.06 -2.55
C -4.38 5.25 -2.66
C -5.48 5.50 -1.85
C -5.88 4.55 -0.92
C -6.70 0.93 -0.64
C -7.37 -0.11 0.02
C -8.07 -1.06 -0.69
C -8.13 -0.99 -2.08
C -7.49 0.04 -2.74
C -6.78 1.00 -2.02
H -3.54 2.18 -1.50
H -2.81 3.87 -3.17
H -4.06 6.00 -3.38
H -6.02 6.43 -1.93
H -6.72 4.73 -0.26
H -7.31 -0.15 1.11
H -8.57 -1.87 -0.16
H -8.68 -1.74 -2.64
H -7.53 0.10 -3.82
H -6.26 1.79 -2.55
C -1.57 3.92 1.24
C -1.49 4.37 2.69
C -2.88 4.72 3.20
C -0.54 5.55 2.84
O -1.08 3.27 3.54
P 0.41 2.64 3.62
O 0.25 1.30 4.26
O 1.09 2.72 2.29
O 1.20 3.67 4.59
C 1.11 3.68 6.02
C 1.95 2.53 6.58
C -0.33 3.57 6.51
C 1.71 5.01 6.44
H -2.04 4.71 0.64
H -2.22 3.04 1.16
H -0.59 3.70 0.83
H -3.29 5.55 2.62
H -2.84 5.00 4.25
H -3.54 3.86 3.09
H -0.90 6.38 2.23
H 0.47 5.27 2.51
H -0.48 5.87 3.88
H 1.54 1.58 6.23
H 1.93 2.55 7.68
H 2.98 2.62 6.24
H -0.77 2.62 6.20
H -0.93 4.38 6.08
H -0.36 3.65 7.60
H 2.73 5.10 6.05
H 1.73 5.10 7.53
H 1.12 5.83 6.02
```

Charge = -2
LUMO = 3.563 eV
Frontier orbital gap = 6.15 eV
Energy above the lowest of the compared OMol25 structures with the same formula, charge and spin = 0.000 eV

Here are the Löwdin charges for atoms 1 to 99, given in e: atom 1 (Rb): 0.54, atom 2 (C): -0.32, atom 3 (As): 1.05, atom 4 (C): -0.34, atom 5 (C): -0.37, atom 6 (C): -0.68, atom 7 (C): -0.09, atom 8 (C): -0.37, atom 9 (As): 1.11, atom 10 (C): -0.32, atom 11 (C): -0.31, atom 12 (C): -0.39, atom 13 (As): 1.11, atom 14 (C): -0.35, atom 15 (C): -0.36, atom 16 (H): 0.03, atom 17 (H): -0.02, atom 18 (H): 0.00, atom 19 (H): 0.02, atom 20 (H): 0.01, atom 21 (H): 0.00, atom 22 (H): 0.03, atom 23 (H): 0.07, atom 24 (H): 0.07, atom 25 (H): 0.08, atom 26 (H): 0.06, atom 27 (H): 0.04, atom 28 (H): 0.06, atom 29 (H): 0.01, atom 30 (H): -0.03, atom 31 (H): 0.01, atom 32 (H): 0.02, atom 33 (H): 0.02, atom 34 (H): -0.02, atom 35 (H): 0.07, atom 36 (H): 0.04, atom 37 (H): -0.01, atom 38 (H): 0.01, atom 39 (H): 0.02, atom 40 (H): 0.00, atom 41 (H): 0.02, atom 42 (H): 0.01, atom 43 (C): -0.02, atom 44 (C): -0.30, atom 45 (N): 0.04, atom 46 (O): -0.09, atom 47 (C): -0.36, atom 48 (C): -0.06, atom 49 (N): -0.12, atom 50 (O): -0.29, atom 51 (H): 0.02, atom 52 (H): 0.07, atom 53 (H): 0.09, atom 54 (H): 0.07, atom 55 (H): 0.05, atom 56 (H): 0.02, atom 57 (H): 0.09, atom 58 (C): -0.17, atom 59 (C): -0.38, atom 60 (Ge): 0.87, atom 61 (C): -0.37, atom 62 (C): -0.19, atom 63 (C): -0.22, atom 64 (C): -0.37, atom 65 (Ge): 0.91, atom 66 (C): -0.36, atom 67 (C): -0.18, atom 68 (C): -0.36, atom 69 (C): -0.16, atom 70 (C): -0.24, atom 71 (C): -0.05, atom 72 (C): -0.10, atom 73 (C): -0.12, atom 74 (C): -0.10, atom 75 (C): -0.05, atom 76 (H): 0.04, atom 77 (H): 0.06, atom 78 (H): 0.07, atom 79 (H): 0.05, atom 80 (H): 0.00, atom 81 (H): 0.04, atom 82 (H): 0.05, atom 83 (H): 0.05, atom 84 (H): 0.06, atom 85 (H): 0.06, atom 86 (H): 0.06, atom 87 (H): 0.06, atom 88 (H): 0.05, atom 89 (H): 0.05, atom 90 (H): 0.06, atom 91 (H): 0.05, atom 92 (H): 0.06, atom 93 (H): 0.01, atom 94 (H): 0.05, atom 95 (H): 0.06, atom 96 (H): 0.07, atom 97 (H): 0.11, atom 98 (H): 0.10, atom 99 (H): 0.09